Record 1
Here is 2 unconnected molecules or ions with the total composition C3H6N2O3S in a non-equilibrium geometry from the OMol25 dataset. Energies are from the ωB97M-V functional and the def2-TZVPD basis.

Gap between HOMO and LUMO, eV: 9.05
LUMO energy, eV: -0.01
Spin multiplicity: 1
Energy above the lowest of the compared OMol25 structures with the same formula, charge and spin, kcal/mol: 103.7
Calculated total energy, eV: -23161.4711
E_HOMO, eV: -9.060
SMILES string: C=C=[S@@](N)(=O)O.N=C=O

Last column: Löwdin charge in e.
Atoms and positions in Å:
H1 0.6486 0.6238 2.6448  0.09
O1 -3.5246 -0.4257 -2.3404  0.12
N1 -2.6271 1.0411 -0.7290  0.21
O2 -0.5357 -1.4829 0.2477  -0.34
O3 1.8945 -1.4689 0.9061  -0.24
C1 0.6783 0.7630 -0.5613  -0.28
H2 -1.9324 1.7149 -0.6821  0.04
C2 -3.0925 0.2433 -1.4711  -0.41
S1 0.5666 -0.6055 0.5429  0.72
H3 -0.0311 -0.8522 2.8541  0.10
H4 1.6871 -2.4214 1.1489  0.12
H5 2.6945 0.3858 -1.3269  0.05
N2 0.1098 -0.1098 2.1006  -0.13
C3 1.7465 0.8918 -1.2748  -0.14
H6 1.7176 1.7026 -2.0595  0.07

=====

Record 2
Here is C19H16F4N2O4 in the gas phase in a non-equilibrium geometry from the OMol25 dataset. Energies are from the ωB97M-V functional and the def2-TZVPD basis.

Gap between HOMO and LUMO, eV: 8.39
LUMO energy, eV: 0.55
Spin multiplicity: 1
Energy above the lowest of the compared OMol25 structures with the same formula, charge and spin, kcal/mol: 2.1
Calculated total energy, eV: -42001.4483
E_HOMO, eV: -7.834
SMILES string: O=C(N/N=C/c1ccc2c(c1)OCO2)c1ccc(COCC(F)(F)C(F)F)cc1

Last column: Löwdin charge in e.
Atoms and positions in Å:
N1 -0.5960 -2.8212 0.0082  0.04
H1 0.6274 -4.4610 0.3607  0.13
C1 1.7501 -2.6115 0.0645  -0.21
O1 5.0664 -0.2094 -0.1104  0.04
H2 -1.7206 -4.5163 0.3118  0.16
C2 4.4218 1.0120 -0.4152  -0.15
C3 2.8400 -0.5383 -0.2851  -0.19
C4 -2.9219 -1.4241 -0.1064  -0.14
C5 4.1691 -2.4812 0.2819  0.01
H3 -4.0589 1.4300 1.3048  0.12
N2 -1.7353 -3.5114 0.1097  0.06
O2 -3.9661 -3.5304 0.3527  0.08
C6 -3.5939 -0.5895 0.7793  0.00
C7 2.9836 -3.2078 0.3163  -0.04
H4 -2.5329 3.1109 -1.6413  0.13
C8 -0.6772 3.8018 -0.1142  -0.12
O3 3.0407 0.7838 -0.5647  0.02
C9 -2.9586 -2.8932 0.1307  -0.43
H5 -0.3557 4.6652 0.4799  0.15
C10 -2.2498 -0.8748 -1.1910  -0.03
C11 -2.2351 0.4954 -1.3745  -0.03
H6 4.5902 1.7325 0.4016  0.14
O4 -1.9537 3.4684 0.3219  -0.11
F1 1.4515 1.5243 1.8706  0.10
C12 -2.8252 2.8335 -0.6224  -0.13
H7 -1.7440 -1.5165 -1.8951  0.12
H8 3.0238 -4.2604 0.5536  0.11
H9 0.7130 -0.7913 -0.4486  0.11
F2 0.4085 1.8404 -0.9422  0.11
F3 1.6139 3.3233 0.0748  0.10
H10 -0.1761 2.6202 2.2087  0.17
F4 -0.5349 0.8835 1.3045  0.11
C13 4.0747 -1.1427 -0.0156  -0.20
H11 4.8331 1.4204 -1.3513  0.14
H12 5.1218 -2.9413 0.4831  0.12
H13 -1.7127 0.9125 -2.2228  0.11
H14 -4.1323 -1.0242 1.6077  0.12
C14 0.3984 2.7111 0.0898  -0.43
C15 -3.5572 0.7794 0.6040  -0.03
C16 1.6691 -1.2428 -0.2520  0.07
H15 -0.6611 4.0789 -1.1776  0.14
C17 0.2534 1.9608 1.4383  -0.30
C18 0.5333 -3.3883 0.1507  -0.09
C19 -2.8718 1.3346 -0.4702  -0.21
H16 -3.8131 3.2547 -0.4091  0.13

=====

Record 3
Here is 2 unconnected molecules or ions with the total composition C9H18N3 from the OMol25 dataset. Energies are from the ωB97M-V functional and the def2-TZVPD basis.

Gap between HOMO and LUMO, eV: 8.82
LUMO energy, eV: -3.67
Spin multiplicity: 1
Energy above the lowest of the compared OMol25 structures with the same formula, charge and spin, kcal/mol: 8.6
Calculated total energy, eV: -14088.1240
Total charge: +1
E_HOMO, eV: -12.494

Last column: Löwdin charge in e.
Atoms and positions in Å:
N1 -1.6136 -0.0256 0.4437  -0.03
H1 -0.4883 -0.7981 1.9555  0.17
C1 1.1719 -2.3634 0.8958  -0.01
H2 0.0129 2.4321 0.7727  0.08
C2 -0.6366 -0.8202 0.8796  -0.04
H3 -4.2538 1.8230 1.0235  0.11
N2 0.1031 -1.6639 0.2232  -0.14
H4 -1.0525 -1.9069 -1.5040  0.10
H5 1.6235 2.9030 1.3315  0.09
H6 2.3371 0.6678 0.7333  0.11
H7 0.8531 1.8639 -1.4761  0.07
C3 -2.9950 1.2653 -0.7363  -0.03
H8 -1.3064 0.2402 -1.6779  0.11
C4 -0.0111 -1.9455 -1.1867  0.00
H9 2.2400 0.7644 -1.6044  0.07
H10 0.7349 1.6262 2.1764  0.07
H11 2.1129 -2.1648 0.3818  0.11
H12 0.3702 -2.9479 -1.3813  0.11
H13 0.9871 -3.4378 0.8765  0.11
C5 -2.5466 0.5222 1.3307  -0.05
H14 -3.4620 1.8030 -1.5375  0.12
H15 1.2660 -2.0400 1.9295  0.10
C6 0.9426 2.0561 1.1978  -0.13
C7 -1.9164 0.4574 -0.8292  -0.07
H16 2.4605 2.4042 -0.9692  0.09
H17 -2.5166 0.2791 2.3753  0.13
C8 -3.4103 1.2896 0.6358  -0.03
H18 0.5780 -1.2365 -1.7697  0.10
C9 1.7803 1.5443 -1.0024  -0.13
N3 1.4731 1.0191 0.3230  -0.19

=====

Record 4
Here is 2 unconnected molecules or ions with the total composition C6H15N2O3 in a non-equilibrium geometry from the OMol25 dataset. Energies are from the ωB97M-V functional and the def2-TZVPD basis.

Gap between HOMO and LUMO, eV: 9.61
LUMO energy, eV: -2.85
Spin multiplicity: 1
Energy above the lowest of the compared OMol25 structures with the same formula, charge and spin, kcal/mol: 26.6
Calculated total energy, eV: -15577.8108
Total charge: +1
E_HOMO, eV: -12.461

Last column: Löwdin charge in e.
Atoms and positions in Å:
O1 1.6367 0.8922 0.6769  0.02
O2 -2.4490 -1.4806 -0.5106  -0.05
N1 1.4414 -1.6308 -0.2954  0.01
H1 0.1911 0.7026 -1.5884  0.18
H2 -3.7597 -0.4266 0.8824  0.13
C1 2.7257 -1.2196 -0.6962  -0.21
H3 -2.0548 1.3853 1.0644  0.14
H4 -3.3592 0.3774 -0.7068  0.12
H5 1.7366 2.1118 -0.7859  0.12
C2 -1.8252 0.3288 0.9107  -0.07
C3 -3.0325 -0.2674 0.1044  -0.13
H6 1.5347 -2.5738 0.2092  0.12
H7 -0.6169 -0.6363 -0.2489  0.09
H8 3.3568 -1.0581 0.2306  0.10
C4 0.9914 1.9121 -0.0814  -0.09
H9 0.3991 -0.0421 2.8307  0.18
H10 3.2133 -2.0752 -1.2593  0.12
C5 -0.2478 1.2872 -0.7161  0.00
N2 -0.5092 0.1807 0.2406  -0.02
O3 0.6604 -0.6693 2.0973  0.12
H11 -1.6620 -0.3079 1.7972  0.14
C6 0.8158 -0.1648 0.8955  -0.42
H12 -3.1681 -2.1066 -0.4974  0.09
H13 -1.1347 1.8031 -0.8906  0.12
H14 2.8109 -0.2965 -1.2422  0.06
H15 0.8632 2.7958 0.5192  0.14

=====

Record 5
Here is C3H4O2S in the gas phase in a non-equilibrium geometry from the OMol25 dataset. Energies are from the ωB97M-V functional and the def2-TZVPD basis.

Gap between HOMO and LUMO (spin up / spin down), eV: 7.13 / 7.90
LUMO energy (spin up / spin down), eV: -0.89 / -0.10
Spin multiplicity: 1
Energy above the lowest of the compared OMol25 structures with the same formula, charge and spin, kcal/mol: 93.9
Calculated total energy, eV: -18101.9944
E_HOMO (spin up / spin down), eV: -8.023 / -7.998

Last column: Löwdin charge in e.
Atoms and positions in Å:
H1 -0.7853 -2.1975 -1.5680  0.06
O1 -0.9693 -0.6909 -0.3456  -0.10
O2 1.3846 1.7044 0.7507  0.00
C1 -0.2897 -1.6745 -0.8147  -0.01
C2 -0.4222 0.3921 0.2349  -0.58
C3 0.9694 0.7457 0.1242  -0.31
H2 1.4249 0.2678 -0.7278  0.11
S1 -1.5715 1.3385 1.1913  0.89
H3 -0.5057 1.8759 1.6102  -0.17
H4 0.7647 -1.7615 -0.4552  0.10